(1)
35
Properties=species:S:1:pos:R:3:forces:R:3 method="wB97M-V/def2-TZVPD" smiles="O=C(NCCSCc1ccco1)Nc1ccc(Cl)cc1" total_charge=0 homo_lumo_gap_ev=9.19
O 2.6984 3.0612 -0.1309 0.3121 0.2721 -0.0682
C 1.7662 2.2867 -0.1144 -0.2096 -0.0439 -0.0196
N 1.8918 0.9333 -0.0627 -0.0725 -0.3588 -0.0180
C 3.1888 0.3141 -0.2036 0.3219 0.0700 0.1738
C 3.3765 -0.8489 0.7622 -0.2570 -0.2656 -0.3505
S 2.4939 -2.3751 0.2739 -0.1190 0.1602 0.2055
C 0.8067 -2.1106 0.9865 0.5709 0.0110 -0.4055
C -0.2457 -2.0409 -0.0510 -0.4605 -0.7680 0.2816
C -1.2912 -2.8747 -0.3192 0.5455 0.3873 0.2640
C -1.9742 -2.3162 -1.4273 0.1581 0.4748 -0.3242
C -1.2922 -1.1905 -1.7585 -0.7176 -0.4385 -0.3001
O -0.2431 -1.0128 -0.9340 0.4616 0.0075 0.1844
N 0.4617 2.7531 -0.1576 0.0669 0.5724 -0.1185
C -0.7173 2.0481 0.0704 -0.3967 -0.3441 0.1302
C -0.8122 1.1302 1.1164 -0.0789 0.2634 -0.0132
C -1.9701 0.4048 1.3158 -0.1184 0.0130 -0.1132
C -3.0531 0.6041 0.4745 0.1829 0.1085 -0.0255
Cl -4.4868 -0.3342 0.6912 -0.2002 -0.1181 0.0287
C -2.9973 1.5532 -0.5345 -0.0792 -0.0609 0.1598
C -1.8355 2.2736 -0.7314 0.2075 -0.0454 0.0899
H 1.0964 0.3738 -0.3377 0.0087 0.1150 -0.0702
H 3.3401 -0.0449 -1.2293 0.0372 0.0851 0.1035
H 3.9301 1.0905 0.0072 -0.0792 -0.1108 -0.0764
H 4.4249 -1.1442 0.7750 0.0312 0.0134 0.0695
H 3.0686 -0.5843 1.7729 0.1105 0.0669 0.0482
H 0.8644 -1.1941 1.5696 -0.0780 0.0134 0.1423
H 0.6095 -2.9572 1.6420 -0.1220 0.1302 0.0182
H -1.5457 -3.7706 0.2083 0.0085 -0.1924 0.1807
H -2.8494 -2.7043 -1.9051 -0.1927 -0.0115 -0.1607
H -1.4386 -0.4555 -2.5241 0.0481 0.1564 -0.0718
H 0.3828 3.7136 -0.4583 0.1416 -0.1157 0.1051
H 0.0282 1.0038 1.7812 0.0610 -0.0242 0.0534
H -2.0360 -0.3120 2.1193 -0.0266 -0.0718 0.0693
H -3.8551 1.7169 -1.1674 -0.0932 0.0012 -0.0502
H -1.7854 3.0099 -1.5197 0.0271 0.0479 -0.1224


(2)
52
Properties=species:S:1:pos:R:3:forces:R:3 method="wB97M-V/def2-TZVPD" spin_multiplicity=4 s_squared=3.76 total_charge=0 homo_lumo_gap_ev="5.89 / 6.16"
V -0.4965 0.4504 0.1123 -0.4188 2.8188 0.3707
C -0.8459 2.9735 0.5714 0.1575 0.6227 -0.5044
O -1.0863 4.1571 0.8441 0.0667 -0.7401 -0.0510
O -0.2944 2.1082 1.3947 0.3884 -1.2187 0.4369
O -1.0670 2.4166 -0.6067 -0.1349 -1.1258 -0.2600
C -1.0852 -4.0727 -0.4987 0.6831 -0.9705 -0.9770
N -0.9843 -2.9181 0.4032 -0.3934 0.3102 0.5943
O -1.0181 -3.1105 1.5991 0.0613 -0.0681 -0.2423
O -0.8611 -1.8261 -0.1274 0.1652 -0.6707 -0.3292
H -0.0684 -4.2960 -0.8327 0.0105 0.2461 0.0572
H -1.6558 -3.8443 -1.3932 -0.1449 0.3761 0.2066
H -1.4376 -4.9869 -0.0335 -0.2655 0.3961 0.5141
C -5.5015 -0.4045 2.5265 0.2872 -0.4671 0.0874
C -5.1203 0.9950 2.9423 -0.5213 -0.1603 -0.2297
O -4.0310 1.2648 2.0999 -0.0854 0.2791 0.4255
C -3.4736 0.0948 1.7360 -0.2656 0.0266 -0.1073
O -2.4926 -0.0093 1.0841 0.6957 -0.1543 -0.2256
O -4.2253 -0.9436 2.1462 -0.0973 0.0476 -0.2392
F -4.7323 1.0078 4.2486 0.1426 0.1448 0.0207
H -6.1529 -0.4020 1.6512 -0.0690 0.0215 0.0803
H -5.9028 -1.0217 3.3236 -0.0735 0.1262 0.0588
H -5.9145 1.7226 2.7963 0.2362 0.2451 0.0011
C 4.3947 2.0067 -1.9362 -0.0403 0.2306 0.0387
C 4.7869 1.1590 -0.7222 0.3481 -0.5098 -0.4819
O 3.5557 0.6997 -0.2295 0.0138 -0.1892 0.5376
C 2.5994 0.8541 -1.1588 0.1340 0.7239 -0.1980
O 1.5205 0.3616 -1.1277 -0.5358 -0.1674 0.4004
O 3.0285 1.6454 -2.1482 0.1051 -0.2816 -0.3485
F 5.4959 1.7959 0.2391 -0.4318 0.2763 -0.0335
H 4.9997 1.7390 -2.7999 -0.1688 -0.0302 -0.0906
H 4.4235 3.0873 -1.8027 0.2149 -0.0671 0.3714
H 5.3650 0.2720 -1.0037 0.0839 0.1722 0.0471
C 2.8057 -0.8416 4.4859 0.9972 0.4460 -1.0865
C 3.7044 -0.3754 3.3348 -0.5390 -0.9126 0.8453
O 2.9218 -0.8132 2.2378 0.2408 0.4583 -0.4458
C 1.6310 -0.6189 2.5902 0.0250 0.0401 0.3534
O 0.7214 -0.6040 1.8330 -0.1483 -0.2178 -0.0280
O 1.5429 -0.4594 3.9335 -0.3219 -0.1972 0.1593
F 4.8919 -1.0300 3.3157 -0.1355 0.3969 -0.1549
H 3.0759 -0.3351 5.4052 -0.5946 -0.0518 0.1980
H 2.8921 -1.9278 4.5148 -0.1036 -0.0315 0.4439
H 3.7997 0.7119 3.3337 0.5049 -0.0411 -0.3082
C -0.4672 1.0366 -5.2917 0.1758 -0.2184 -1.1901
C -1.4669 -0.0866 -5.5419 0.0605 0.2627 0.5057
O -1.9147 -0.4071 -4.2492 0.0768 0.1435 -0.5309
C -1.0553 0.1376 -3.3354 -0.0169 -0.1693 0.4556
O -1.1179 -0.1060 -2.1790 -0.1352 -0.2850 0.1064
O -0.1555 0.9291 -3.9194 -0.0141 0.1013 -0.1312
F -0.8006 -1.1707 -6.0701 -0.1744 -0.0302 0.0688
H -0.8183 2.0305 -5.5664 -0.2404 -0.0027 0.3653
H 0.3871 0.8094 -5.9307 0.2849 0.1325 0.3647
H -2.3001 0.1450 -6.1983 -0.0895 -0.0666 0.0783


(3)
42
Properties=species:S:1:pos:R:3:forces:R:3 method="wB97M-V/def2-TZVPD" spin_multiplicity=3 s_squared=2.02 total_charge=+1 homo_lumo_gap_ev="7.95 / 8.17"
Mo -0.3172 0.3901 0.1358 -0.1827 0.1963 0.2493
F 3.7815 2.9302 2.2176 -0.0041 -0.0011 0.0023
C 3.4460 2.0324 3.1508 -0.0003 -0.0104 0.0082
F 4.5182 1.7954 3.9076 0.0098 0.0009 -0.0045
F 2.5016 2.5800 3.9257 -0.0108 0.0033 -0.0029
C 2.9403 0.7594 2.5120 -0.0854 0.0575 -0.0486
C 3.5788 -0.4547 2.6975 0.0454 0.0046 0.0404
C 3.0969 -1.6102 2.0909 -0.0900 -0.0219 -0.0591
C 1.9687 -1.5223 1.3071 0.0888 0.0126 0.0975
N 1.3584 -0.3417 1.1343 0.1348 -0.2545 -0.1298
C 1.8135 0.7860 1.6991 0.1231 0.1263 0.0699
S 0.7919 2.1581 1.2360 -0.0027 -0.0249 0.0315
H 4.4623 -0.4938 3.3205 0.0042 -0.0072 -0.0035
H 3.5891 -2.5613 2.2243 0.0160 0.0005 0.0103
H 1.5392 -2.3764 0.8019 -0.0052 0.0150 -0.0016
C -3.6767 -0.8067 -0.2491 -0.0332 -0.0060 -0.0767
C -2.9861 0.1321 0.7331 0.0457 -0.0787 0.0133
C -3.9285 0.6198 1.8329 0.0075 0.0324 -0.0054
C -1.7217 -0.5077 1.3103 0.0507 -0.0527 0.1115
H -4.5479 -0.3281 -0.6949 0.0074 0.0035 -0.0105
H -4.0160 -1.7055 0.2687 -0.0044 0.0159 0.0287
H -3.0091 -1.1139 -1.0572 -0.0214 0.0123 0.0302
H -2.6855 1.0460 0.1606 0.0041 0.0531 -0.0466
H -4.2701 -0.2279 2.4287 0.0088 -0.0108 -0.0041
H -4.8043 1.1083 1.4068 0.0082 0.0021 -0.0172
H -3.4327 1.3266 2.4983 0.0059 0.0063 0.0069
H -1.7191 -1.6006 1.3103 -0.0114 0.0100 -0.0280
H -1.4770 -0.1534 2.3222 -0.0591 0.0024 -0.0146
C -0.7949 -0.9982 -3.8077 0.0151 -0.0001 -0.0101
C 0.0187 -0.1166 -2.8804 0.0249 0.0410 0.2196
O -0.6506 0.0392 -1.6460 -0.1730 -0.1068 -0.2597
C 1.3814 -0.7652 -2.5684 0.0770 -0.0275 -0.1661
F 2.1363 0.0197 -1.7756 -0.0078 -0.0035 -0.0178
F 1.1815 -1.9104 -1.8855 -0.0149 -0.0071 -0.0081
F 2.0691 -1.0474 -3.6628 0.0072 0.0018 0.0559
C 0.1824 1.3085 -3.4548 0.0403 0.0074 -0.0590
F -1.0131 1.8000 -3.7824 -0.0039 -0.0067 -0.0082
F 0.9583 1.3097 -4.5348 -0.0139 -0.0014 0.0126
F 0.7191 2.1340 -2.5429 -0.0008 0.0048 -0.0014
H -0.8972 -1.9892 -3.3698 0.0000 0.0052 -0.0101
H -0.3050 -1.0838 -4.7761 0.0034 0.0064 -0.0025
H -1.7805 -0.5606 -3.9445 -0.0029 -0.0003 0.0079


(4)
30
Properties=species:S:1:pos:R:3:forces:R:3 method="wB97M-V/def2-TZVPD" smiles=Cn1ccc2c1C(C)(C)c1ccccc1-2 total_charge=0 homo_lumo_gap_ev=8.16
C 1.1026 3.3189 -0.1419 0.0147 0.4383 -0.1107
N 1.3705 1.9959 0.3450 0.1547 -0.0809 0.1781
C 2.4257 1.6489 1.1529 0.4726 0.1314 0.2461
C 2.3580 0.3173 1.4712 0.0311 -0.0273 0.0368
C 1.2010 -0.1802 0.8304 -0.0616 0.7701 -0.2620
C 0.6441 0.8846 0.1661 -3.5096 -2.1482 -1.7808
C -0.8238 0.3061 -0.6551 3.1944 1.5430 1.7598
C -0.6706 0.4863 -2.1518 -0.0272 -0.0989 0.0639
C -2.0329 1.0092 -0.0687 0.0379 -0.0815 -0.0239
C -0.6928 -1.1248 -0.1852 0.1492 -0.1305 0.1297
C -1.5728 -2.1429 -0.4849 0.0149 0.0607 -0.0160
C -1.3574 -3.4152 0.0320 -0.0911 -0.1564 -0.0216
C -0.2637 -3.6676 0.8414 -0.0424 -0.1160 0.0015
C 0.6333 -2.6561 1.1478 -0.0122 0.1172 -0.0277
C 0.4224 -1.3844 0.6412 -0.2489 -0.2317 -0.1196
H 0.1761 3.3146 -0.7122 0.0297 -0.0161 0.0190
H 1.0001 4.0182 0.6921 -0.0382 -0.0432 -0.0900
H 1.9129 3.6673 -0.7881 -0.0885 -0.0380 0.0216
H 3.1495 2.3901 1.4329 0.1353 0.1274 0.0685
H 3.0495 -0.2233 2.0864 0.2069 -0.0269 0.1364
H -0.6307 1.5421 -2.4136 -0.0243 0.0813 -0.0451
H -1.5173 0.0383 -2.6707 -0.1033 -0.0384 -0.0901
H 0.2393 0.0042 -2.5018 0.0475 -0.0234 -0.0471
H -2.9461 0.5686 -0.4663 -0.1447 -0.0212 -0.0492
H -2.0290 2.0697 -0.3148 -0.0280 0.0837 -0.0376
H -2.0434 0.9001 1.0134 -0.0362 0.0095 0.0627
H -2.4301 -1.9605 -1.1180 -0.1030 0.0342 -0.0659
H -2.0514 -4.2108 -0.1986 -0.0356 -0.0534 -0.0193
H -0.1091 -4.6613 1.2392 0.0073 -0.0451 0.0107
H 1.4861 -2.8533 1.7797 0.0986 -0.0197 0.0716


(5)
30
Properties=species:S:1:pos:R:3:forces:R:3 method="wB97M-V/def2-TZVPD" total_charge=0 homo_lumo_gap_ev="6.73 / 6.72"
C -3.1267 -0.7791 0.5150 -2.8241 0.4548 0.6032
C -2.3021 -0.6903 -0.3532 0.3804 -1.1334 -0.7035
C -0.4664 2.5510 1.5068 -1.8129 1.9800 1.8061
C 0.7273 2.7086 2.3065 -0.2067 -1.9429 -3.3080
C -0.6861 1.4751 0.7523 0.8132 -1.8152 -0.7969
C 1.7882 1.8736 2.0197 -1.0228 1.3658 1.9102
C 0.3646 0.5050 0.5758 -0.7219 0.1356 -0.3563
C 1.6202 0.7582 1.2264 0.9352 -0.9312 -1.6885
C 3.6311 -0.2394 0.0877 -0.9221 -0.1767 0.7177
C 0.0717 -0.6132 -0.1835 0.7329 -2.0352 0.6752
C 0.8542 -1.8811 0.2059 0.7135 -1.2338 -1.8916
C -1.0203 0.4804 -2.1357 -1.2360 -0.0254 0.4478
C -0.9744 -2.1024 -1.9864 -2.5996 2.3247 -1.1281
C -1.1102 -0.7449 -1.2396 1.5601 -0.0403 2.5057
N 2.7135 0.0728 0.8377 -0.2465 0.6020 -0.2831
H -4.1217 -0.6768 1.0420 2.0697 -0.3556 -0.6782
H -1.3271 3.2875 1.6221 1.2828 -0.9203 0.0892
H 0.8474 3.5652 2.8531 0.3427 1.8896 1.4533
H -1.5931 1.0262 0.3283 0.0559 1.8236 0.5181
H 2.7367 2.0940 2.4558 0.5766 -0.1239 0.2032
H 4.0317 -1.2441 0.2899 0.5081 -0.0539 -0.1696
H 0.2737 -2.8538 0.3723 0.2809 1.5698 -0.4693
H 1.4591 -1.7669 1.1193 -0.3373 0.1563 -0.5280
H 1.5880 -2.0953 -0.6894 -1.0700 -0.0070 1.7635
H -0.0444 0.6262 -2.4934 1.2670 -0.3894 -1.2046
H -1.8202 0.4938 -2.8557 0.0232 -0.2048 -0.7865
H -1.1482 1.3935 -1.5895 -0.3696 0.3225 0.6206
H -1.9562 -2.1904 -2.5341 1.1934 -0.1368 0.0203
H -0.8756 -2.9657 -1.4222 0.0298 -1.2907 1.5840
H -0.1348 -2.0679 -2.6340 0.6040 0.1915 -0.9260


(6)
31
Properties=species:S:1:pos:R:3:forces:R:3 method="wB97M-V/def2-TZVPD" total_charge=+1 homo_lumo_gap_ev=6.52
C 1.3105 1.4586 0.6337 -0.0701 0.5709 0.4158
C 1.4941 2.0919 2.0599 -0.3147 -0.8788 -0.7436
C 0.1469 1.8955 2.7013 -0.0105 -0.4268 -1.7400
C -0.7508 1.3392 1.8080 0.1965 0.2205 1.1193
C -0.1412 1.0656 0.5592 0.6801 0.9288 -0.4094
C -0.8638 0.8267 -0.6589 -0.4908 0.2940 -0.5538
C -2.2461 0.5035 -0.5806 0.3884 0.1729 -0.0866
C -3.0114 0.3710 -1.7290 0.2233 -0.0964 0.0799
C -2.4344 0.6066 -2.9832 0.2043 -0.0667 0.2196
C -1.0939 1.0070 -3.0897 0.2012 -0.1296 0.3273
C -0.3040 1.1109 -1.9463 -0.2645 -0.1826 0.5555
H 1.4974 2.2126 -0.1420 0.0598 -0.1704 0.1117
H 2.0002 0.6214 0.4619 -0.4247 0.1913 0.0173
H 2.2882 1.5660 2.5957 -0.0626 0.1726 0.2214
H 1.7876 3.1490 1.9761 -0.2120 -0.2316 0.2464
H -0.0749 2.2032 3.7113 -0.1432 0.0586 0.0619
H -1.8186 1.2247 1.9834 0.4037 -0.0601 0.2060
H -2.7082 0.4004 0.4028 0.0811 -0.2406 -0.4450
H -4.0504 0.0652 -1.6336 0.1706 0.1592 -0.1519
H -3.0311 0.4748 -3.8849 0.1273 0.1100 0.2161
H -0.6539 1.2159 -4.0675 -0.2116 -0.0353 0.3457
H 0.7300 1.4671 -2.0124 -0.4357 -0.3181 -0.0883
N 0.9152 -1.6181 0.4485 -0.3889 -0.5709 0.4339
C 0.2518 -2.6474 0.9651 1.3530 -0.4053 -0.6902
N 0.9430 -3.8181 0.7486 0.0916 0.3202 -0.1073
C 2.1070 -3.5016 0.0622 -0.4050 0.7073 0.1302
C 2.0758 -2.1311 -0.1126 -0.8507 -1.2412 0.6607
H -0.6861 -2.6560 1.5074 0.1606 0.2494 -0.1815
H 0.6512 -4.7530 1.0425 0.2254 0.6816 -0.2218
H 2.8465 -4.2311 -0.2445 -0.2870 0.0751 0.1558
H 2.8235 -1.5204 -0.5822 0.0050 0.1419 -0.1050


(7)
35
Properties=species:S:1:pos:R:3:forces:R:3 method="wB97M-V/def2-TZVPD" smiles="Cc1nnc(S[C@@H](C)C(=O)N2CCc3ccccc32)s1" total_charge=0 homo_lumo_gap_ev=8.57
C -4.0278 -1.5841 0.7956 -0.1755 -0.1540 -0.0176
C -2.9256 -0.6954 0.3745 0.1872 -0.1802 -0.9092
N -2.3389 0.1542 1.1318 -1.1108 -0.6170 1.1583
N -1.3781 0.8553 0.5493 0.9674 0.8952 -0.6159
C -1.1967 0.5498 -0.6884 -0.4697 -0.5491 -0.4098
S -0.0099 1.2115 -1.7436 0.1983 0.3821 -0.3735
C 0.9731 2.2989 -0.6300 -0.4775 -0.0372 -0.1727
C 0.3713 3.6956 -0.6405 0.1355 0.0411 0.0704
C 1.0949 1.7976 0.8102 0.3045 0.1823 -0.0951
O 0.9396 2.5758 1.7272 0.0285 0.1211 0.0153
N 1.4026 0.4975 1.0513 0.1404 -0.0588 0.2977
C 1.1256 -0.0179 2.3954 -0.0758 0.1391 0.4567
C 0.7261 -1.4822 2.1851 -0.0890 0.0270 -0.0195
C 1.2897 -1.7771 0.8262 0.0346 0.2110 -0.0827
C 1.4532 -2.9860 0.1889 0.0593 0.0638 -0.0959
C 2.0449 -3.0071 -1.0682 -0.0312 -0.1671 -0.0064
C 2.4816 -1.8320 -1.6526 0.0124 0.0766 -0.0438
C 2.3114 -0.6073 -1.0217 0.1305 -0.0658 0.0952
C 1.6780 -0.5829 0.2087 0.1274 -0.5645 -0.2122
S -2.2776 -0.7112 -1.2705 0.2159 0.5039 0.8829
H -3.7481 -2.6273 0.6550 -0.0545 -0.0706 0.0453
H -4.2499 -1.4033 1.8438 -0.0020 0.0014 0.0237
H -4.9171 -1.3890 0.1980 -0.0916 -0.0392 0.0304
H 1.9610 2.3115 -1.0999 -0.0377 -0.0765 0.0503
H 0.9971 4.3660 -0.0571 0.0027 0.0703 0.0323
H 0.2926 4.0666 -1.6596 -0.0020 -0.0047 -0.0570
H -0.6155 3.6722 -0.1845 -0.0324 0.0236 0.0087
H 0.3397 0.5893 2.8452 0.1186 -0.0687 -0.0149
H 2.0306 0.0676 3.0050 -0.1000 -0.0020 0.0202
H 1.1354 -2.1363 2.9536 -0.0114 0.0189 0.0208
H -0.3613 -1.5970 2.1844 0.0025 0.0206 0.0319
H 1.1360 -3.9020 0.6646 -0.0241 -0.1046 0.0525
H 2.1811 -3.9466 -1.5816 0.0339 -0.0859 -0.0568
H 2.9679 -1.8606 -2.6158 0.0470 -0.0116 -0.0949
H 2.6829 0.2890 -1.4905 0.0387 0.0792 -0.0148


(8)
43
Properties=species:S:1:pos:R:3:forces:R:3 method="wB97M-V/def2-TZVPD" total_charge=-2 homo_lumo_gap_ev="4.34 / 4.32"
Ti 0.7359 0.0683 -0.7846 0.4424 0.5566 0.3289
C 0.3079 1.3715 3.2950 0.0172 -0.0018 0.0029
C 0.3032 1.2601 1.8033 -0.1054 0.0426 -0.0334
N 0.1503 0.0614 1.1757 0.0457 0.0753 -0.3064
O -0.1125 -1.0268 2.0552 0.0519 0.0685 0.0210
C 0.4900 2.3235 0.9482 -0.0207 -0.1395 0.1000
C 0.7005 3.7522 1.3451 -0.1113 0.0259 -0.0259
N 0.5378 1.9550 -0.3810 -0.0554 -0.7353 0.1349
O 0.3609 2.8770 -1.3254 -0.0222 0.0815 -0.1864
H -0.4300 0.6986 3.7319 -0.0057 0.0110 0.0194
H 0.0851 2.3957 3.5980 0.0138 -0.0015 -0.0028
H 1.2852 1.1019 3.7128 -0.0114 -0.0263 0.0187
H -0.6959 -1.5805 1.5158 -0.0261 -0.0245 -0.0111
H 1.6252 3.8873 1.9178 0.0032 0.0099 -0.0088
H -0.1222 4.1607 1.9437 0.0012 -0.0120 0.0020
H 0.7655 4.3325 0.4242 0.0195 -0.0045 -0.0087
O 3.4561 -1.1071 -3.5111 0.0219 0.0347 -0.0490
C 2.8745 -0.5739 -2.5812 -0.0914 -0.0499 0.0283
O 1.6416 -0.1690 -2.5934 -0.0460 -0.1294 0.1105
C 3.5819 -0.3669 -1.1881 -0.0397 0.0101 -0.0205
O 4.7758 -0.6003 -1.0547 -0.0071 0.0020 -0.0215
O 2.7726 0.0266 -0.2722 -0.1845 -0.0866 -0.0293
O -1.0704 -0.4990 -1.5637 0.0373 0.0794 -0.0855
N -2.1802 0.0374 -1.0558 -0.0516 -0.2348 0.0846
C -2.3374 1.3718 -1.1706 -0.0174 0.1939 0.0197
C -3.4641 1.9890 -0.6933 0.0927 0.1037 -0.0754
C -4.4449 1.2130 -0.0753 -0.0312 -0.0547 0.0309
C -4.2525 -0.1365 0.0502 0.0159 -0.0569 -0.0319
C -3.0869 -0.7830 -0.4300 0.0665 0.0206 0.0613
S -2.7942 -2.4466 -0.2126 -0.0312 0.0284 -0.0149
H -1.5062 1.9169 -1.6187 0.0633 -0.0468 0.0282
H -3.5460 3.0623 -0.7874 0.0058 -0.0123 0.0015
H -5.3444 1.6722 0.3196 0.0004 -0.0054 -0.0026
H -4.9767 -0.7695 0.5422 0.0033 -0.0036 -0.0006
N 1.3297 -4.1939 -1.4246 0.0135 0.0362 -0.0596
C 2.2629 -4.0941 -0.4102 -0.0098 0.0046 0.0431
C 2.0504 -2.8801 0.1620 -0.0429 -0.0658 -0.0237
N 1.0159 -2.2475 -0.4848 0.1070 0.3464 -0.1122
C 0.6145 -3.0475 -1.4362 -0.0960 -0.0737 0.0470
H 1.2714 -4.9179 -2.1154 -0.0241 -0.0172 0.0298
H 2.9821 -4.8682 -0.2131 0.0051 0.0026 -0.0034
H 2.5743 -2.3948 0.9662 0.0111 0.0206 -0.0111
H -0.1869 -2.8318 -2.1235 -0.0074 0.0281 0.0122